{
  "formula": "C7H19NO2P",
  "method": "ωB97M-V/def2-TZVPD",
  "charge": 1,
  "homo_ha": -0.465,
  "homo_lumo_gap_ev": 7.84,
  "e_lumo_ha": -0.1763,
  "symbols": ["C", "C", "C", "C", "C", "C", "C", "N", "O", "O", "P", "H", "H", "H", "H", "H", "H", "H", "H", "H", "H", "H", "H", "H", "H", "H", "H", "H", "H", "H"],
  "xyz": [[-0.67, -1.91, 0.62], [2.02, 0.23, -2.20], [0.08, 1.72, 1.69], [-3.09, -0.74, -1.82], [0.99, -0.65, -1.48], [-1.35, 1.24, 1.95], [-2.85, 0.34, -2.58], [4.29, -1.56, 0.85], [-0.13, 0.30, -1.09], [-1.92, 0.63, 0.73], [-1.13, -0.43, -0.08], [-0.17, -2.61, -0.04], [-1.13, -2.08, 1.57], [2.59, 0.90, -1.53], [2.65, -0.47, -2.70], [1.43, 0.90, -2.86], [0.88, 0.92, 1.71], [0.13, 2.27, 0.74], [0.22, 2.37, 2.51], [-2.82, -1.64, -2.21], [-3.75, -0.74, -0.95], [1.28, -1.07, -0.57], [0.63, -1.28, -2.25], [-2.02, 2.14, 2.13], [-1.49, 0.67, 2.80], [-3.30, 1.29, -2.28], [-2.20, 0.18, -3.42], [4.71, -1.17, 1.71], [4.96, -1.78, 0.12], [3.81, -2.32, 1.14]]
}

=====

{
  "formula": "C17H29FNO",
  "method": "ωB97M-V/def2-TZVPD",
  "multiplicity": 2,
  "charge": 0,
  "homo_ha": [-0.327, -0.347],
  "homo_lumo_gap_ev": [9.56, 9.40],
  "e_lumo_ha": [0.0246, -0.0020],
  "s2": 0.7539,
  "symbols": ["C", "C", "C", "C", "C", "C", "C", "C", "C", "F", "C", "C", "C", "C", "N", "O", "C", "C", "C", "C", "H", "H", "H", "H", "H", "H", "H", "H", "H", "H", "H", "H", "H", "H", "H", "H", "H", "H", "H", "H", "H", "H", "H", "H", "H", "H", "H", "H", "H"],
  "xyz": [[4.83, -0.89, 0.64], [4.12, -1.73, 0.13], [3.01, -2.67, -0.41], [1.60, -2.44, 0.30], [0.68, -1.62, -0.71], [-0.42, -0.69, 0.03], [-1.10, -1.61, 1.12], [-2.52, -1.15, 1.61], [-3.02, -2.10, 2.80], [-2.60, 0.20, 2.05], [0.32, 0.49, 0.78], [0.87, 1.67, -0.13], [2.43, 1.41, -0.42], [0.83, 2.99, 0.75], [0.22, 1.79, -1.47], [0.30, 3.05, -1.82], [-1.21, 1.38, -1.47], [-2.17, 2.30, -0.62], [-1.71, 1.52, -2.99], [-1.39, -0.18, -1.13], [5.44, 0.02, 0.86], [2.96, -2.56, -1.53], [3.36, -3.73, -0.21], [1.68, -2.01, 1.33], [1.15, -3.48, 0.43], [1.25, -1.07, -1.50], [0.05, -2.40, -1.26], [-1.16, -2.68, 0.75], [-0.42, -1.65, 2.02], [-3.28, -1.27, 0.78], [-2.18, -2.69, 3.25], [-3.74, -2.86, 2.36], [-3.62, -1.51, 3.56], [-0.30, 0.98, 1.60], [1.23, 0.07, 1.33], [2.82, 2.35, -0.92], [2.61, 0.53, -1.10], [3.01, 1.28, 0.53], [-0.21, 3.34, 1.00], [1.47, 3.82, 0.34], [1.30, 2.70, 1.74], [-2.02, 3.40, -0.83], [-3.24, 2.07, -0.92], [-2.11, 2.15, 0.50], [-2.60, 0.85, -3.20], [-0.87, 1.09, -3.62], [-1.90, 2.60, -3.27], [-2.48, -0.39, -0.97], [-1.11, -0.72, -2.09]]
}

=====

{
  "formula": "C42H36F3N4O10S2",
  "method": "ωB97M-V/def2-TZVPD",
  "charge": 1,
  "homo_ha": -0.413,
  "homo_lumo_gap_ev": 7.20,
  "e_lumo_ha": -0.1484,
  "symbols": ["C", "C", "C", "O", "C", "O", "C", "S", "C", "N", "N", "N", "C", "C", "O", "C", "C", "F", "F", "F", "N", "C", "C", "O", "O", "C", "O", "C", "S", "H", "H", "H", "H", "H", "H", "H", "H", "H", "H", "H", "H", "H", "H", "H", "H", "H", "H", "H", "H", "C", "C", "C", "C", "C", "C", "C", "O", "C", "C", "C", "C", "C", "C", "C", "O", "H", "H", "H", "H", "H", "H", "H", "H", "C", "C", "C", "C", "C", "C", "C", "O", "C", "C", "C", "C", "C", "C", "C", "O", "H", "H", "H", "H", "H", "H", "H", "H"],
  "xyz": [[9.07, 1.21, 3.08], [8.78, 1.68, 1.56], [7.89, 0.59, 0.74], [6.64, 0.41, 1.47], [5.56, 1.10, 0.87], [4.90, 2.01, 1.41], [5.10, 0.63, -0.61], [3.49, -0.27, -0.41], [2.09, 0.89, -0.22], [2.01, 2.33, -0.22], [0.67, 2.56, -0.06], [0.01, 1.40, 0.03], [-1.46, 1.16, 0.18], [-2.31, 2.49, -0.15], [-2.28, 3.48, 0.89], [-3.54, 3.57, 1.59], [-3.51, 2.54, 2.84], [-4.36, 1.42, 2.62], [-4.03, 3.21, 4.00], [-2.20, 2.13, 3.18], [0.80, 0.27, -0.03], [0.41, -1.16, 0.07], [0.04, -1.45, 1.63], [0.84, -1.14, 2.54], [8.10, 2.97, 1.47], [8.99, 3.97, 1.00], [9.20, 4.97, 1.75], [9.73, 3.97, -0.42], [8.95, 5.08, -1.69], [9.34, 0.10, 3.04], [10.02, 1.76, 3.40], [8.22, 1.44, 3.79], [9.81, 1.68, 1.04], [8.44, -0.40, 0.66], [7.77, 1.03, -0.31], [5.84, -0.13, -1.05], [5.03, 1.51, -1.33], [-1.78, 0.38, -0.61], [-1.68, 0.70, 1.20], [-3.37, 2.12, -0.42], [-1.85, 2.93, -1.11], [-3.63, 4.63, 2.02], [-4.45, 3.40, 0.92], [-0.48, -1.36, -0.62], [1.22, -1.90, -0.23], [-0.97, -1.91, 1.89], [10.83, 4.30, -0.28], [9.77, 2.90, -0.85], [8.36, 4.19, -2.58], [-1.82, -9.96, 1.27], [-1.93, -8.87, 0.40], [-1.34, -7.66, 0.73], [-0.65, -7.51, 1.93], [-0.56, -8.59, 2.81], [-1.14, -9.82, 2.47], [0.12, -8.44, 4.12], [0.20, -9.38, 4.88], [0.70, -7.12, 4.47], [1.30, -6.95, 5.72], [1.85, -5.72, 6.06], [1.82, -4.67, 5.15], [1.22, -4.83, 3.91], [0.65, -6.06, 3.57], [-0.02, -6.22, 2.26], [-0.05, -5.29, 1.46], [-2.27, -10.91, 1.01], [-2.47, -8.98, -0.53], [-1.43, -6.82, 0.04], [-1.06, -10.66, 3.15], [1.33, -7.77, 6.43], [2.32, -5.59, 7.03], [2.26, -3.71, 5.42], [1.20, -4.01, 3.21], [-3.32, 5.13, -6.40], [-4.25, 5.88, -7.12], [-5.60, 5.78, -6.81], [-6.03, 4.93, -5.79], [-5.10, 4.17, -5.09], [-3.74, 4.28, -5.39], [-5.54, 3.23, -4.03], [-4.72, 2.56, -3.41], [-6.99, 3.10, -3.75], [-7.42, 2.17, -2.80], [-8.78, 2.06, -2.51], [-9.70, 2.87, -3.17], [-9.27, 3.79, -4.12], [-7.91, 3.90, -4.42], [-7.47, 4.86, -5.46], [-8.28, 5.56, -6.03], [-2.26, 5.21, -6.64], [-3.92, 6.53, -7.92], [-6.33, 6.37, -7.37], [-3.01, 3.70, -4.84], [-6.71, 1.54, -2.28], [-9.12, 1.33, -1.78], [-10.76, 2.78, -2.94], [-10.00, 4.41, -4.63]]
}

=====

{
  "formula": "C4H9NO2",
  "method": "ωB97M-V/def2-TZVPD",
  "de_lowest_kj_mol": 439.4,
  "charge": 0,
  "homo_ha": -0.322,
  "homo_lumo_gap_ev": 9.29,
  "e_lumo_ha": 0.0198,
  "symbols": ["N", "C", "O", "C", "C", "C", "O", "H", "H", "H", "H", "H", "H", "H", "H", "H"],
  "xyz": [[1.48, 0.35, 1.37], [1.63, -0.94, 1.04], [2.48, -1.75, 1.47], [1.12, -1.86, 0.11], [-1.30, -0.39, -0.50], [-1.26, 0.97, -1.15], [-0.39, 1.79, -0.38], [2.20, 0.78, 1.93], [0.84, 0.93, 0.82], [-0.34, -0.88, -0.66], [0.39, -2.51, 0.61], [-2.07, -1.03, -0.95], [-1.51, -0.30, 0.57], [-0.87, 0.86, -2.18], [-2.26, 1.42, -1.20], [-0.15, 2.57, -0.90]]
}